#A
This record from the Open Molecules 2025 dataset describes a cluster of 2 separate species, C2H4N3 in total. The level of theory is wB97M-V/def2-TZVPD.

Cartesian coordinates (Å):
C (1.563, 0.241, -0.019)
C (-1.009, -0.371, 0.253)
N (-1.085, 0.928, -0.203)
N (-0.233, 0.755, 0.655)
N (2.723, 0.165, 0.015)
H (-1.945, -0.804, 0.877)
H (-0.486, -1.138, -0.295)
H (-1.213, 1.547, -1.101)
H (3.574, -0.192, -0.121)

Kohn-Sham gap   10.353 eV
LUMO level   -5.736 eV
Net charge   +1

#B
This record from the Open Molecules 2025 dataset describes a structure of composition C2H4N3. The level of theory is wB97M-V/def2-TZVPD.

Cartesian coordinates (Å):
C (-0.152, -0.126, -0.133)
C (1.079, 0.511, -0.318)
N (-1.257, -0.554, -1.028)
N (-1.972, -0.839, -0.080)
N (-0.968, -0.551, 0.953)
H (0.946, 1.440, -0.901)
H (1.664, -0.071, -1.059)
H (1.630, 0.697, 0.602)
H (-0.970, -0.506, 1.963)

Kohn-Sham gap (alpha / beta)   9.192 / 9.192 eV
LUMO level (alpha / beta)   -7.929 / -7.929 eV
Net charge   +1

Short version: #B is the most stable of them.

#A
This record from the Open Molecules 2025 dataset describes the ion C2H7N2O with charge -1. The level of theory is wB97M-V/def2-TZVPD.

Cartesian coordinates (Å):
C (-0.786, -0.567, 1.182)
C (0.438, 0.244, 0.690)
N (-0.347, 0.465, -1.612)
N (0.675, -0.066, -0.717)
O (1.948, 0.256, -1.123)
H (-0.624, -1.539, 0.733)
H (-0.958, -0.630, 2.258)
H (-1.663, -0.206, 0.843)
H (0.395, 1.290, 1.223)
H (1.303, -0.250, 1.193)
H (-0.001, 1.227, -2.208)
H (-0.381, -0.224, -2.461)

Kohn-Sham gap   5.853 eV
SMILES   CCN(N)[O-]
LUMO level   4.558 eV
Net charge   -1

#B
This record from the Open Molecules 2025 dataset describes a cluster of 2 separate species, C2H7N2O in total. The level of theory is wB97M-V/def2-TZVPD.

Cartesian coordinates (Å):
C (0.568, 1.706, -1.944)
O (-0.322, 1.092, -1.118)
H (0.301, 1.720, -3.017)
H (0.763, 2.776, -1.674)
H (1.597, 1.249, -1.935)
N (-0.680, -1.983, 2.141)
C (-0.544, -1.035, 1.109)
N (0.502, -0.878, 0.442)
H (0.166, -2.469, 2.381)
H (-1.245, -1.719, 2.926)
H (-1.415, -0.386, 0.971)
H (0.310, -0.074, -0.282)

Kohn-Sham gap   6.923 eV
LUMO level   4.281 eV
Net charge   -1

Short version: #B is the most stable of them.